Entry 1:
{"formula": "C7H10", "method": "ωB97M-V with the def2-TZVPD basis set", "symbols": ["C", "C", "C", "C", "C", "C", "C", "H", "H", "H", "H", "H", "H", "H", "H", "H", "H"], "positions_angstrom": [[1.10710, -0.84538, -1.19293], [0.67846, 0.07922, -0.41843], [-1.65342, 0.94802, 1.53863], [-1.43146, 1.37073, 0.34826], [2.06741, -0.47697, -0.00732], [-1.58061, 2.47025, -0.61772], [2.11312, -1.39010, 1.22494], [1.38541, -1.36455, -2.09381], [-2.39868, 1.53075, 2.11916], [-1.33535, -0.01979, 1.93883], [3.02687, 0.06459, -0.14026], [-1.71112, 1.99125, -1.54431], [-0.78720, 3.20357, -0.66757], [-2.56587, 3.07360, -0.41566], [3.01436, -1.96049, 1.23726], [1.25221, -1.99376, 1.03976], [1.84882, -0.80490, 2.03179]], "forces_ev_per_angstrom": [[1.9, 0.1, -0.4], [-0.7, 0.8, 0.9], [-1.4, -0.4, 1.2], [3.0, 0.1, -1.4], [-0.7, 0.3, 0.5], [-2.3, 0.8, 1.4], [-0.7, 0.2, -3.2], [-0.8, -0.2, 0.0], [0.4, -0.4, -0.1], [0.1, 0.6, -0.1], [-0.9, 0.1, -0.4], [-0.1, -0.2, -1.5], [0.4, -0.2, 0.2], [1.5, -1.1, -0.2], [0.6, -0.3, 0.6], [-0.4, -1.1, 0.3], [0.2, 1.1, 2.3]], "mulliken_charge": [-0.478, -0.189, -0.560, 0.283, -0.119, -0.909, -1.148, 0.375, 0.256, 0.283, 0.353, 0.287, 0.258, 0.321, 0.375, 0.303, 0.308], "gap_ev": [8.38, 7.22], "relative_energy_kcal_mol": 180.90}



Entry 2:
{"formula": "C7H10", "method": "ωB97M-V with the def2-TZVPD basis set", "symbols": ["C", "C", "C", "C", "C", "C", "C", "H", "H", "H", "H", "H", "H", "H", "H", "H", "H"], "positions_angstrom": [[-0.85486, -0.25811, 1.54965], [-1.44228, -0.67379, 2.58106], [-1.04657, 0.38415, 0.12095], [0.25697, -0.14704, 0.57207], [-1.27509, 1.87178, 0.27243], [1.39588, -0.90292, -1.36088], [0.89863, -1.36117, -0.06746], [-1.65826, -0.13565, -0.58160], [1.01595, 0.50924, 0.86110], [-0.51875, 2.42647, -0.31187], [-1.07055, 2.17470, 1.27074], [-2.19707, 2.23424, -0.09245], [0.64247, -0.57154, -2.14575], [2.06641, -1.59107, -1.77165], [1.91909, 0.03613, -1.29185], [1.72340, -1.82507, 0.60033], [0.14465, -2.17033, -0.20482]], "forces_ev_per_angstrom": [[-0.1, -0.5, -1.2], [-0.4, -0.1, 0.6], [0.5, 0.8, 1.8], [-0.6, -1.4, -0.2], [1.9, 0.2, -1.2], [-0.4, 1.8, -2.2], [-1.0, -1.5, 1.9], [-0.2, -0.6, -0.2], [0.8, 1.5, 0.4], [-0.1, -0.3, -0.1], [-0.3, 0.2, 0.9], [-1.3, 0.1, 0.0], [0.3, -1.1, 1.0], [0.9, -1.1, -1.0], [0.7, 0.4, 0.5], [-1.3, 1.0, -1.0], [0.4, 0.5, 0.2]], "mulliken_charge": [-0.305, -0.289, 0.139, -0.074, -1.408, -1.261, -0.385, 0.475, 0.441, 0.293, 0.385, 0.385, 0.289, 0.405, 0.359, 0.296, 0.255], "gap_ev": 9.86, "relative_energy_kcal_mol": 116.39}



Entry 3:
{"formula": "C7H10", "method": "ωB97M-V with the def2-TZVPD basis set", "symbols": ["C", "C", "C", "C", "C", "C", "C", "H", "H", "H", "H", "H", "H", "H", "H", "H", "H"], "positions_angstrom": [[-0.34867, -0.34326, 1.91439], [-0.01553, -0.03112, 0.48069], [0.43979, -1.24984, -0.36898], [-0.19113, -0.61053, -1.57217], [0.09492, 0.85737, -1.43943], [0.85566, 1.15279, 0.07775], [-1.03054, 0.31239, -0.63117], [0.55803, -0.63495, 2.46020], [-0.79961, 0.51248, 2.42343], [-1.04575, -1.18855, 1.96295], [1.50762, -1.48946, -0.43929], [-0.13403, -2.13192, -0.06883], [-0.28004, -1.12627, -2.53936], [-0.18277, 1.43841, -2.34017], [1.81650, 1.19876, 0.67127], [0.42049, 2.14007, 0.21732], [-2.00859, 0.76232, -0.44415]], "forces_ev_per_angstrom": [[-0.1, 0.1, 0.1], [-0.2, -0.1, 0.3], [0.1, -0.2, 0.2], [-0.1, 0.0, 0.2], [0.7, 0.4, 0.5], [-0.4, 0.0, -0.6], [-0.4, -0.5, -0.3], [-0.1, 0.1, -0.1], [0.0, -0.1, 0.0], [0.1, 0.2, 0.0], [0.0, 0.1, 0.1], [0.2, 0.0, 0.1], [-0.5, 0.6, 0.5], [0.9, 0.2, 0.8], [0.1, -0.3, -1.9], [-0.5, -0.1, 0.7], [0.1, -0.5, -0.7]], "mulliken_charge": [-1.568, 0.901, -0.612, -0.471, -0.366, -0.836, -0.565, 0.347, 0.372, 0.364, 0.281, 0.337, 0.369, 0.342, 0.330, 0.314, 0.462], "gap_ev": 10.28, "smiles": "C[C@]12C[C@@H]3[C@H](C1)[C@@H]32", "relative_energy_kcal_mol": 83.75}



Entry 4:
{"formula": "C7H10", "method": "ωB97M-V with the def2-TZVPD basis set", "symbols": ["C", "C", "C", "C", "C", "C", "C", "H", "H", "H", "H", "H", "H", "H", "H", "H", "H"], "positions_angstrom": [[0.87334, -0.79961, -0.83473], [-0.36163, -1.65343, -0.48239], [-1.30506, -1.01904, 0.45060], [-1.45631, 0.44956, 0.13688], [-0.18314, 1.28277, 0.26046], [0.72029, 0.89982, 1.39513], [1.05232, 0.49293, -0.03431], [0.77007, -0.45527, -1.86937], [1.77155, -1.41971, -0.79220], [-1.05803, -1.74183, -1.35143], [-0.12152, -2.69731, -0.23690], [-1.79490, 0.50422, -0.91503], [-2.25564, 0.85580, 0.76015], [-0.26360, 2.32786, -0.03716], [0.32881, 0.24696, 2.17218], [1.36637, 1.68926, 1.77985], [1.91707, 1.03704, -0.40172]], "forces_ev_per_angstrom": [[0.2, 0.1, -0.1], [0.0, 0.1, 0.4], [-0.4, 0.0, -0.4], [-0.2, -0.1, 0.2], [0.0, 0.0, -0.1], [0.1, -0.1, 0.1], [0.1, 0.1, -0.3], [0.2, -0.1, 0.0], [0.0, 0.1, 0.0], [0.2, 0.1, 0.2], [0.0, 0.3, 0.1], [0.0, -0.1, 0.1], [0.1, 0.2, -0.1], [0.0, -0.2, 0.1], [0.1, -0.1, -0.3], [-0.1, -0.3, 0.0], [-0.2, 0.1, -0.1]], "mulliken_charge": [-0.779, -0.299, -0.646, -0.443, -0.099, -0.713, -0.144, 0.287, 0.374, 0.299, 0.289, 0.356, 0.271, 0.372, 0.239, 0.278, 0.359], "gap_ev": [8.05, 8.05], "relative_energy_kcal_mol": 103.35}



Entry 5:
{"formula": "C7H10", "method": "ωB97M-V with the def2-TZVPD basis set", "symbols": ["C", "C", "C", "C", "C", "C", "C", "H", "H", "H", "H", "H", "H", "H", "H", "H", "H"], "positions_angstrom": [[-1.03819, -0.89786, -1.58200], [0.06695, -1.17351, -0.88870], [1.35747, -0.37369, -0.82195], [1.21384, 0.06033, 0.58606], [1.50947, 0.50023, 1.75500], [-0.18245, 0.07352, 1.05024], [-1.08823, 1.22013, 0.63494], [-1.85156, -1.61622, -1.63692], [-1.17797, 0.04061, -2.11457], [0.11497, -2.09366, -0.30832], [1.33683, 0.50529, -1.47772], [2.25086, -0.96867, -1.03376], [2.09636, 0.85850, 2.60385], [-0.70150, -0.76289, 1.52397], [-2.16535, 1.00300, 0.55950], [-0.94662, 1.91150, 1.45429], [-0.79491, 1.71340, -0.30391]], "forces_ev_per_angstrom": [[0.4, -0.2, -0.1], [0.3, -0.9, -1.8], [0.0, -0.1, -0.2], [-0.5, -0.3, -0.3], [-2.0, -0.2, 0.3], [1.0, 1.4, 2.3], [0.3, 0.4, 0.4], [0.0, 0.2, 0.2], [0.2, -0.2, -0.1], [0.0, 0.0, -0.2], [0.0, -0.2, 0.0], [-0.1, 0.1, -0.1], [-0.3, -0.2, -0.7], [0.7, 0.1, 0.0], [0.5, -0.3, 0.1], [-0.4, 0.8, -0.1], [0.1, -0.2, 0.3]], "mulliken_charge": [-0.690, -0.165, -0.489, 0.515, -0.919, -0.158, -1.168, 0.246, 0.274, 0.277, 0.230, 0.308, 0.381, 0.372, 0.320, 0.370, 0.295], "gap_ev": 9.06, "smiles": "C=CCC1=C[C@H]1C", "relative_energy_kcal_mol": 117.29}



Entry 6:
{"formula": "C7H10", "method": "ωB97M-V with the def2-TZVPD basis set", "symbols": ["C", "C", "C", "C", "C", "C", "C", "H", "H", "H", "H", "H", "H", "H", "H", "H", "H"], "positions_angstrom": [[2.11181, -0.28336, 1.89827], [1.70083, -0.36436, 0.66373], [1.23186, -0.40327, -0.55926], [-0.25794, -0.49580, -0.87428], [-1.06184, -1.03740, 0.30127], [-0.66447, 0.89943, -1.30920], [-1.49811, 1.71222, -0.66628], [2.07692, 0.67481, 2.42161], [2.47413, -1.14739, 2.45642], [1.90260, -0.24780, -1.40627], [-0.38498, -1.17912, -1.72904], [-2.12631, -1.08921, 0.04946], [-0.71812, -2.04197, 0.57220], [-0.92801, -0.39394, 1.17780], [-0.14179, 1.26438, -2.19755], [-1.66938, 2.72542, -1.02248], [-2.04722, 1.40736, 0.22361]], "forces_ev_per_angstrom": [[0.0, 0.0, 0.2], [-0.1, -0.1, -0.4], [0.2, 0.1, 0.3], [0.0, 0.0, 0.0], [0.0, 0.0, 0.0], [0.0, 0.1, 0.1], [0.0, -0.1, -0.2], [0.1, -0.2, -0.2], [-0.1, 0.2, -0.2], [0.0, 0.0, 0.2], [0.1, 0.2, 0.1], [0.2, 0.0, 0.1], [-0.1, 0.2, -0.1], [-0.1, -0.1, -0.1], [-0.1, 0.0, 0.2], [0.0, -0.2, 0.0], [0.2, 0.0, -0.2]], "mulliken_charge": [-0.710, 0.177, -0.562, 0.854, -1.797, -0.271, -0.759, 0.245, 0.252, 0.369, 0.241, 0.415, 0.395, 0.400, 0.271, 0.248, 0.231], "gap_ev": 10.37, "smiles": "C=C=C[C@@H](C)C=C", "relative_energy_kcal_mol": 52.19}



no.,strongest force on any atom (eV/Å),E (eV)
1,3.32,-7413.1901
2,2.93,-7415.9876
3,1.88,-7417.4030
4,0.53,-7416.5530
5,2.87,-7415.9485
6,0.44,-7418.7717